No. 1
Entry from the Open Molecules 2025 dataset: a cluster of 17 separate species, H33O17 in total at a distorted geometry (wB97M-V/def2-TZVPD).

The geometry in ORCA input format:
```
! wB97M-V def2-TZVPD RIJCOSX def2/J DEFGRID3
* xyz -1 1
O -1.898 1.346 0.466
H -1.271 1.570 1.163
H -1.514 1.682 -0.843
O -3.643 -0.914 4.788
H -3.978 -1.805 4.750
H -3.555 -0.814 3.811
O -1.422 4.563 -2.865
H -2.281 4.915 -2.635
H -1.338 3.677 -2.537
O -0.454 -2.774 -1.076
H -0.610 -3.133 -0.194
H -0.730 -1.866 -0.845
O 0.198 -0.551 5.897
H -3.186 -1.280 1.686
O -1.721 0.962 4.435
H -0.037 -1.005 -3.435
H -2.266 1.624 4.011
O 1.693 2.017 -2.712
H 3.223 -3.546 -0.427
H 1.671 2.760 -3.339
O 4.813 1.112 -2.677
H 5.276 0.549 -2.063
H 0.409 -0.299 5.001
O 3.350 -3.727 0.514
H 1.403 1.386 -3.394
H -2.720 0.147 1.461
O 3.003 -2.417 -1.839
H 3.661 -1.882 -1.396
H 3.875 -4.506 0.665
O 4.028 1.969 1.456
H 3.482 2.591 1.940
H 2.142 -1.989 -1.752
O -3.005 -0.472 2.173
H -3.937 2.606 -0.864
H 0.206 -5.420 -2.584
O -1.316 1.622 -1.895
H -0.416 1.965 -1.997
H -0.695 -0.214 6.002
O -0.092 -0.560 0.398
H -0.102 -0.916 1.282
H -0.334 0.398 0.417
O -0.029 -0.043 -3.486
H -0.680 0.219 -2.791
H 4.201 1.751 -2.319
O 1.017 -5.393 -2.074
H 3.452 1.550 0.819
H 1.066 -4.455 -1.854
O -4.410 3.271 -1.358
H -4.097 3.691 -2.081
H -2.232 0.185 4.721
*
```

The energy above the lowest of the compared OMol25 structures with the same formula, charge and spin is 194.5 kJ/mol. As for the strongest force on any atom: 5.38 eV/Å. As for the LUMO energy: 2.3 eV.



No. 2
Entry from the Open Molecules 2025 dataset: a cluster of 17 separate species, H33O17 in total at a distorted geometry (wB97M-V/def2-TZVPD).

The geometry in ORCA input format:
```
! wB97M-V def2-TZVPD RIJCOSX def2/J DEFGRID3
* xyz -1 1
O -2.518 -0.083 -0.738
H -2.780 0.874 -0.676
H -2.004 -0.395 -1.601
O -3.742 3.458 -1.289
H -2.807 3.428 -1.570
H -3.968 4.348 -0.934
O -0.910 -0.495 -2.411
H -0.390 0.318 -2.691
H -1.489 -0.678 -3.389
O -1.653 -3.105 2.816
H -0.846 -2.522 2.563
H -2.059 -2.456 3.538
O -1.354 1.217 4.085
H -2.587 -1.586 1.775
O 0.896 3.085 0.413
H -0.870 0.774 -0.586
H 0.626 2.347 0.918
O 1.137 -2.276 -4.320
H 2.701 -3.431 2.804
H 0.707 -2.131 -3.486
O 4.103 2.518 3.572
H 4.927 2.111 3.465
H -1.996 1.132 3.459
O 2.082 -2.728 3.029
H 1.925 -2.820 -4.239
H -1.943 -0.445 0.878
O 3.906 -3.237 -0.685
H 2.981 -3.391 -0.393
H 1.901 -2.380 2.128
O 3.376 2.961 -2.768
H 2.366 2.725 -2.734
H 3.996 -3.777 -1.435
O -2.014 -0.894 1.678
H -5.280 -0.150 -0.973
H 1.223 -4.509 -0.339
O 0.876 1.661 -2.384
H 0.594 1.303 -3.130
H -0.702 0.474 3.949
O 0.749 2.388 3.169
H 0.240 2.618 2.535
H 1.601 2.981 2.954
O -0.042 0.752 -0.176
H 0.273 1.105 -1.057
H 4.000 3.445 3.615
O 1.203 -5.121 -0.955
H 3.821 2.086 -2.451
H 0.607 -4.789 -1.587
O -6.062 0.258 -1.499
H -5.945 0.050 -2.342
H 1.144 2.979 -0.509
*
```

The energy above the lowest of the compared OMol25 structures with the same formula, charge and spin is 749.2 kJ/mol. As for the strongest force on any atom: 10.93 eV/Å. As for the LUMO energy: 1.9 eV.



No. 3
Entry from the Open Molecules 2025 dataset: a structure of composition H33O17 at a distorted geometry (wB97M-V/def2-TZVPD).

The geometry in ORCA input format:
```
! wB97M-V def2-TZVPD RIJCOSX def2/J DEFGRID3
* xyz -1 1
O -0.059 -2.216 2.322
H -0.908 -1.767 2.302
H 0.862 -1.420 2.459
O -1.058 -4.594 -1.291
H -1.832 -4.061 -1.493
H -0.640 -4.131 -0.547
O 0.483 0.116 5.158
H -0.472 0.132 5.196
H 0.678 -0.101 4.215
O -3.350 1.418 -0.610
H -3.102 1.199 -1.509
H -3.080 0.662 -0.069
O -0.912 -4.071 -3.802
H -2.138 -2.395 0.773
O 2.344 -2.610 -0.976
H 0.477 1.735 0.925
H 1.592 -3.195 -1.069
O 2.341 3.349 3.391
H -1.931 2.499 -3.499
H 2.010 2.546 3.788
O 3.319 1.942 -2.697
H 3.499 2.736 -3.201
H -0.367 -3.941 -3.005
O -1.379 1.709 -3.461
H 3.273 3.553 3.409
H -0.988 -1.241 0.528
O -0.361 5.693 -1.359
H -1.304 5.607 -1.110
H -0.781 1.868 -4.200
O 3.256 -0.350 -0.010
H 2.327 -0.416 0.227
H -0.211 4.941 -1.945
O -1.854 -1.589 0.338
H -1.920 -4.306 3.868
H -3.779 4.990 -0.710
O 1.690 -0.623 2.819
H 2.303 -1.280 3.168
H -1.053 -3.197 -4.185
O -0.090 -0.724 -2.673
H 0.460 -0.653 -3.468
H 0.417 -0.275 -1.998
O 0.587 0.783 0.856
H 1.146 0.490 1.605
H 2.360 1.960 -2.580
O -2.969 4.964 -1.230
H 3.405 -0.440 -0.949
H -2.803 4.156 -1.715
O -1.311 -3.704 4.291
H -0.588 -3.324 3.755
H 2.411 -2.425 -0.030
*
```

The energy above the lowest of the compared OMol25 structures with the same formula, charge and spin is 272.4 kJ/mol. As for the strongest force on any atom: 2.62 eV/Å. As for the LUMO energy: 1.6 eV.



No. 4
Entry from the Open Molecules 2025 dataset: a cluster of 17 separate species, H34O17 in total at a distorted geometry (wB97M-V/def2-TZVPD).

The geometry in ORCA input format:
```
! wB97M-V def2-TZVPD RIJCOSX def2/J DEFGRID3
* xyz -1 2
O -4.294 0.378 -2.443
H -4.784 0.462 -3.272
H -3.826 1.213 -2.295
O -0.859 2.108 2.055
H -0.015 2.012 1.576
H -1.510 1.842 1.392
O 3.355 1.805 -2.077
H 3.640 1.131 -1.446
H 4.224 2.201 -2.244
O 0.578 -0.006 -2.542
H 1.028 0.282 -3.338
H 1.007 -0.647 -1.951
O -2.968 3.476 -2.126
H -2.388 4.093 -2.597
H -2.930 3.828 -1.222
O 0.896 1.140 4.133
H 0.218 1.530 3.554
H 0.612 1.312 5.034
O -1.969 -3.837 0.446
H -2.519 -3.051 0.568
H -2.460 -4.521 -0.014
O -0.695 -1.050 1.809
H -1.201 -1.088 0.980
H -0.579 -0.158 2.158
O -1.750 4.987 1.530
H -1.673 4.368 2.272
H -1.406 4.370 0.866
O 1.352 1.520 0.484
H 1.905 1.170 1.191
H 1.394 0.864 -0.222
O -1.008 1.606 -0.731
H -1.864 1.850 -1.109
H -0.370 1.306 -1.395
O -2.603 -1.010 -0.182
H -3.563 -1.067 -0.273
H -2.277 -0.596 -0.995
O 3.733 -3.862 1.746
H 3.294 -4.709 1.877
H 2.975 -3.238 1.887
O 2.536 -1.216 -0.722
H 2.254 -1.181 0.199
H 3.151 -1.930 -0.900
O 3.080 -0.177 2.332
H 3.592 0.641 2.377
H 2.725 -0.212 3.232
O -0.476 -3.309 -5.302
H -0.828 -3.231 -4.412
H 0.413 -2.966 -5.392
O 1.324 -2.837 1.905
H 0.734 -3.584 1.769
H 0.795 -2.012 1.831
*
```

The energy above the lowest of the compared OMol25 structures with the same formula, charge and spin is 0.0 kJ/mol. As for the strongest force on any atom: 1.66 eV/Å. As for the LUMO energy (spin up / spin down): 2.5 / 2.4 eV.



No. 5
Entry from the Open Molecules 2025 dataset: a cluster of 17 separate species, H34O17 in total at a distorted geometry (wB97M-V/def2-TZVPD).

The geometry in ORCA input format:
```
! wB97M-V def2-TZVPD RIJCOSX def2/J DEFGRID3
* xyz 0 1
O -0.505 -1.105 3.631
H -0.620 -1.972 3.257
H -0.714 -0.423 2.997
O 3.447 1.289 0.821
H 3.445 0.491 0.264
H 2.834 0.923 1.486
O 3.215 -0.713 -0.821
H 3.478 -0.599 -1.733
H 2.323 -0.523 -0.892
O 2.167 0.713 3.129
H 2.989 0.110 3.268
H 1.471 0.033 3.004
O -1.300 2.799 -0.613
H -0.975 2.095 -1.159
H -0.638 3.103 0.022
O 0.208 0.122 -0.425
H 0.182 0.375 0.500
H -0.193 -0.716 -0.509
O -2.973 0.861 0.270
H -2.464 1.525 -0.118
H -2.975 0.147 -0.356
O 1.066 3.563 0.518
H 1.345 2.987 -0.228
H 1.319 3.114 1.321
O 1.611 -1.585 1.762
H 1.462 -2.373 2.247
H 2.090 -1.883 0.986
O 1.009 0.413 -3.373
H 0.508 0.380 -4.176
H 0.358 -0.011 -2.839
O -3.134 -1.304 -1.568
H -2.295 -1.724 -1.465
H -3.741 -1.994 -1.370
O -1.891 0.903 -2.650
H -2.162 -0.032 -2.546
H -2.763 1.347 -2.784
O 2.041 2.136 -1.653
H 1.665 1.428 -2.128
H 2.703 1.733 -1.126
O -0.469 -2.368 0.386
H 0.292 -1.884 0.773
H -0.609 -3.211 0.737
O -2.817 -1.756 1.507
H -2.599 -1.943 2.391
H -1.984 -1.664 1.112
O -0.604 -1.775 -2.438
H -1.189 -2.071 -3.144
H -0.287 -2.578 -2.022
O -0.878 0.940 2.010
H -1.752 0.848 1.521
H -0.682 1.853 2.237
*
```

The energy above the lowest of the compared OMol25 structures with the same formula, charge and spin is 178.7 kJ/mol. As for the strongest force on any atom: 3.69 eV/Å. As for the LUMO energy: -0.9 eV.



No. 6
Entry from the Open Molecules 2025 dataset: a cluster of 17 separate species, H34O17 in total at a distorted geometry (wB97M-V/def2-TZVPD).

The geometry in ORCA input format:
```
! wB97M-V def2-TZVPD RIJCOSX def2/J DEFGRID3
* xyz 0 1
O 0.521 -0.888 3.012
H 0.169 -0.429 2.192
H 0.741 -1.777 2.776
O -2.756 0.556 0.940
H -3.349 0.385 0.192
H -1.893 0.231 0.666
O 1.464 -2.718 -2.391
H 0.974 -3.423 -2.841
H 1.809 -2.378 -3.228
O -0.058 -1.410 -0.610
H -0.190 -1.817 -1.472
H 0.915 -1.565 -0.540
O 3.205 5.167 0.308
H 3.069 4.247 0.050
H 2.983 5.046 1.259
O -2.447 0.213 -4.637
H -2.297 -0.751 -4.599
H -2.481 0.300 -5.601
O 2.301 4.478 2.883
H 1.365 4.538 3.069
H 2.725 4.017 3.607
O 4.226 0.026 -0.175
H 5.136 0.300 -0.123
H 3.754 0.127 -0.996
O -1.373 1.025 4.417
H -0.676 0.436 4.077
H -2.141 0.899 3.833
O 0.261 0.647 0.823
H 0.069 0.803 -0.107
H 0.867 1.304 1.191
O -1.613 -3.783 -2.896
H -1.927 -4.370 -3.577
H -1.882 -3.972 -2.000
O 0.693 3.680 -0.769
H 0.207 4.010 -0.014
H 1.308 4.397 -1.041
O -3.478 -1.747 2.012
H -3.202 -0.861 1.682
H -2.654 -2.209 2.189
O 2.707 -2.492 0.309
H 2.850 -3.421 0.097
H 3.620 -2.185 0.398
O -0.805 3.169 -3.813
H -0.602 2.289 -4.171
H -1.218 2.935 -2.975
O -3.018 -1.254 -1.445
H -3.406 -1.512 -0.592
H -2.456 -1.883 -1.882
O -0.940 -2.882 3.440
H -0.792 -2.645 4.349
H -0.289 -2.857 2.726
*
```

The energy above the lowest of the compared OMol25 structures with the same formula, charge and spin is 340.5 kJ/mol. As for the strongest force on any atom: 3.10 eV/Å. As for the LUMO energy: -0.4 eV.



No. 7
Entry from the Open Molecules 2025 dataset: a cluster of 17 separate species, H34O17 in total at a distorted geometry (wB97M-V/def2-TZVPD).

The geometry in ORCA input format:
```
! wB97M-V def2-TZVPD RIJCOSX def2/J DEFGRID3
* xyz 0 1
O 2.203 0.154 -1.889
H 2.165 1.094 -1.813
H 2.938 0.139 -2.486
O -0.775 -1.375 3.145
H -1.237 -1.304 2.319
H -0.294 -0.532 3.094
O -2.057 -3.371 -1.418
H -2.560 -3.026 -2.160
H -1.178 -2.956 -1.472
O 0.208 0.696 -3.829
H 0.830 0.568 -3.161
H -0.622 0.712 -3.329
O 0.870 0.631 3.249
H 1.678 0.346 3.539
H 0.836 1.544 3.533
O 1.091 2.727 -1.450
H 1.984 3.080 -1.525
H 1.091 2.417 -0.511
O -1.993 1.327 2.204
H -1.915 2.036 1.542
H -1.082 1.337 2.411
O -3.683 0.200 -0.063
H -4.485 0.073 0.428
H -3.063 0.560 0.592
O 1.853 -1.142 0.928
H 2.548 -1.388 0.312
H 2.198 -1.045 1.818
O 2.573 1.988 1.338
H 1.776 1.665 1.684
H 2.468 2.931 1.375
O -2.250 -1.728 0.758
H -2.843 -0.981 0.616
H -2.112 -2.113 -0.127
O 0.334 -3.496 0.965
H 0.681 -2.635 1.073
H -0.116 -3.742 1.767
O 4.392 -0.015 0.284
H 3.470 0.092 0.320
H 4.630 -0.427 -0.532
O 0.143 -1.790 -1.686
H 1.106 -1.662 -1.431
H 0.242 -1.872 -2.623
O -1.819 2.720 -0.138
H -1.156 3.387 -0.034
H -1.357 2.003 -0.527
O -0.249 0.433 -0.114
H 0.500 0.128 0.361
H -0.565 -0.284 -0.625
O -2.287 0.360 -2.430
H -2.268 1.269 -2.643
H -2.837 0.244 -1.653
*
```

The energy above the lowest of the compared OMol25 structures with the same formula, charge and spin is 264.6 kJ/mol. As for the strongest force on any atom: 3.84 eV/Å. As for the LUMO energy: -0.7 eV.



No. 8
Entry from the Open Molecules 2025 dataset: a cluster of 17 separate species, H35O17 in total at a distorted geometry (wB97M-V/def2-TZVPD).

The geometry in ORCA input format:
```
! wB97M-V def2-TZVPD RIJCOSX def2/J DEFGRID3
* xyz 1 1
O 0.994 0.487 -1.850
H -2.045 2.041 2.673
H -2.044 0.856 3.743
O -1.934 1.079 2.809
H -1.310 -3.204 -3.704
H -0.725 -4.277 0.492
O 0.855 2.006 0.682
H 1.665 2.352 0.133
H 1.009 2.255 1.660
O 3.223 2.394 -0.059
H 3.639 1.481 -0.300
H -0.766 -0.318 0.667
O -3.089 -2.551 2.542
H 1.936 -2.263 -3.707
O 3.204 0.299 3.995
H 2.567 -0.275 4.393
H -0.736 -1.241 -5.390
O -3.978 -0.415 -0.433
H -2.930 4.363 1.858
H 4.454 -0.397 -0.854
O -0.035 -0.041 1.590
H 1.826 0.995 -1.449
H 1.804 3.164 4.210
O -0.474 -3.661 -3.586
H -1.390 -3.291 -0.223
H -0.845 -4.492 -3.252
O -0.677 -1.085 -4.442
H -3.316 0.059 -0.935
H -0.211 -1.833 -3.937
O -1.342 2.441 -2.772
H -0.475 -1.515 -0.875
H -3.938 -2.491 3.078
O 3.877 -0.208 -0.088
H -1.287 2.388 -3.748
H 3.082 -0.736 -0.165
O -0.953 -0.695 -0.654
H 0.474 1.323 -2.172
H -0.088 -0.111 -1.106
O 2.422 3.001 3.441
H -3.467 -1.142 -0.034
H 2.671 1.005 3.537
O 2.030 -2.315 -2.757
H -3.037 -3.520 2.622
H -0.761 0.486 2.302
O -1.395 -4.244 -0.199
H 3.264 3.062 3.882
H 3.971 2.901 0.317
O -2.846 3.402 1.706
H -3.607 3.225 1.089
H 0.738 0.593 1.105
H -0.839 3.223 -2.522
H 1.991 -3.120 -2.273
*
```

The energy above the lowest of the compared OMol25 structures with the same formula, charge and spin is 389.2 kJ/mol. As for the strongest force on any atom: 4.51 eV/Å. As for the LUMO energy: -2.6 eV.



No. 9
Entry from the Open Molecules 2025 dataset: a cluster of 19 separate species, H37O19 in total at a distorted geometry (wB97M-V/def2-TZVPD).

The geometry in ORCA input format:
```
! wB97M-V def2-TZVPD RIJCOSX def2/J DEFGRID3
* xyz 0 2
O -3.555 0.418 -0.146
H -2.155 1.893 2.498
H -4.460 0.122 -0.079
O 0.178 0.340 1.464
H -3.273 -1.011 -3.547
H 0.005 1.057 0.850
O -2.991 2.373 -2.445
H 2.310 2.968 2.230
H 0.270 1.450 -1.387
O -2.243 3.088 0.071
H -2.197 2.971 -0.915
H -2.350 4.044 0.062
O -1.831 -1.514 -1.228
H -3.505 1.301 0.242
H -1.782 -0.739 -3.190
O 2.278 -2.278 3.945
H 1.403 -2.203 4.332
H 2.535 -1.390 3.657
O -0.139 2.271 -1.127
H -1.085 -1.434 -0.625
H -0.307 2.199 -0.199
O 1.372 3.148 2.161
H 1.177 -1.745 0.028
O 0.652 -3.900 -0.154
H 1.735 0.794 3.632
H 0.007 -4.505 -0.522
O 1.576 -3.999 -2.798
H 1.785 -4.456 -1.988
H 0.675 -3.696 -2.889
O 2.717 3.379 -0.427
H 2.185 2.741 -0.897
H 3.334 2.984 0.185
O -2.498 -0.513 -3.798
H -2.733 1.484 -2.704
H -0.430 -0.071 -2.082
O 2.597 0.352 3.671
H 0.472 -0.546 -3.215
H 1.182 3.412 1.253
O 0.577 -1.094 -0.375
H -2.721 2.887 -3.214
H 0.275 -3.025 -0.291
O 2.588 0.736 -1.449
H 2.087 -0.042 -1.258
H 2.248 0.996 -2.315
O -0.025 0.221 -2.907
H -2.518 -0.866 -1.004
H 2.950 0.750 2.865
O 3.921 -3.169 -0.347
H 4.421 -2.367 -0.475
H 2.994 -3.059 -0.559
O -2.807 1.580 3.109
H -3.738 1.452 2.964
H 0.519 -0.362 0.719
O -1.436 -1.816 3.942
H -1.263 -1.131 3.279
H -0.983 -2.481 3.398
*
```

The energy above the lowest of the compared OMol25 structures with the same formula, charge and spin is 28.5 kJ/mol. As for the strongest force on any atom: 2.60 eV/Å. As for the LUMO energy (spin up / spin down): -0.5 / -5.9 eV.



What is the formula in the sixth record? H34O17



Which of these has the highest strongest force on any atom? number 2